1.
Below is C3H8O2SSi as an isolated structure, with properties calculated with wB97M-V/def2-TZVPD.

Geometry (Å):
C 0.71391 -0.86848 -1.14962
C -0.34187 0.86908 0.69109
C 0.52872 0.36941 1.87843
O 0.34760 1.59043 -1.82228
O -1.27658 -0.06308 0.38786
Si -1.20123 -0.92298 -1.04803
S 0.86498 0.95486 -0.63440
H 1.43259 -1.49608 -0.66328
H 1.03514 -0.80257 -2.41701
H -0.81519 1.82579 1.06985
H 0.03276 0.33150 2.80567
H 1.47683 1.06190 1.93959
H 0.93041 -0.71413 1.57344
H -1.74469 -0.06781 -2.12942
H -1.98338 -2.06784 -0.48188

Atoms 1-3, force components in eV/Å:
-0.202 1.229 -3.958
0.478 0.223 2.463
3.373 -0.746 -2.380

* HOMO energy: -8.856 eV
* relative energy (zero: lowest compared OMol25 entry of this formula, charge and spin): 45.9 kcal per mole
* frontier orbital gap: 9.487 eV

***

2.
Below is C42H47CoF2N11O2P2 as an isolated structure, with properties calculated with wB97M-V/def2-TZVPD.

Geometry (Å):
Co 1.05253 0.25177 0.39923
F 3.73712 -3.78042 2.85841
C 3.65812 -2.46686 2.55043
C 2.53545 -1.99884 1.90039
C 2.40334 -0.64931 1.55057
C 3.48701 0.20585 1.90334
C 4.59304 -0.32654 2.56088
F 5.64618 0.45638 2.91190
C 4.71472 -1.65594 2.90192
C 3.34266 1.64209 1.58694
C 4.25785 2.64932 1.91624
C 3.95038 3.96933 1.65657
C 2.72467 4.28069 1.09021
C 1.88607 3.23455 0.76858
N 2.18687 1.95176 0.97242
H 1.77021 -2.72980 1.67495
H 5.59241 -2.02839 3.40834
H 5.19421 2.40235 2.38213
H 4.65781 4.74849 1.91031
H 2.42425 5.30058 0.89498
H 0.91591 3.42989 0.33082
O 0.15985 -2.37141 -0.00790
C 0.05365 -1.37776 0.70436
C -0.81419 -1.55316 1.95564
C -1.25782 -2.82202 2.31366
C -1.96125 -3.01743 3.49064
C -2.21683 -1.93865 4.33288
C -1.79080 -0.67059 3.97634
C -1.10963 -0.46871 2.77639
P -0.53547 1.16899 2.19490
C -2.06627 2.18628 2.20520
C -3.34960 1.65931 2.34666
C -4.46875 2.46816 2.21378
C -4.33250 3.81822 1.91725
C -3.06512 4.34774 1.73301
C -1.94794 3.53414 1.86129
C 0.40087 1.74696 3.67418
C 1.23395 0.81504 4.30123
C 2.07171 1.19237 5.33925
C 2.10563 2.51343 5.76463
C 1.29449 3.44893 5.14261
C 0.44846 3.06966 4.10849
H -1.02026 -3.65093 1.65714
H -2.29721 -4.00944 3.76587
H -2.74852 -2.09148 5.26365
H -1.98425 0.17216 4.63079
H -3.48081 0.60756 2.56333
H -5.45429 2.03955 2.34759
H -5.20732 4.44980 1.83164
H -2.94235 5.39387 1.48233
H -0.96737 3.95906 1.68041
H 1.23459 -0.21473 3.96452
H 2.69761 0.44907 5.81703
H 2.76046 2.81019 6.57390
H 1.31648 4.48317 5.46311
H -0.18332 3.81801 3.65223
N -2.13847 0.34768 -0.42525
C -1.50573 1.33734 -1.12183
C -2.24951 2.25426 -1.88157
C -1.59540 3.23681 -2.58131
C -0.20380 3.28474 -2.52589
C 0.44178 2.35634 -1.73904
N -0.17194 1.41149 -1.01472
H -3.10508 0.19664 -0.66229
H -1.58022 -0.49259 -0.35374
H -3.32627 2.15189 -1.92353
H -2.15414 3.94379 -3.18155
H 0.36789 4.01962 -3.07423
H 1.52075 2.36217 -1.68115
N 3.41238 -0.36501 -4.61549
N 3.29023 -0.48093 -3.24117
N 3.86646 -1.44459 -2.56512
C 3.37811 -1.22210 -1.34977
N 2.54307 -0.17394 -1.32545
N 2.50779 0.29391 -2.55490
H 4.39647 -0.31728 -4.85179
H 2.91471 0.47398 -4.88730
H 3.62523 -1.81599 -0.48819
C 1.04607 -3.32035 -3.01683
N -0.39110 -3.45336 -3.20860
C -0.88287 -4.80628 -3.05986
P -1.28669 -2.06090 -3.22667
O -0.62027 -0.94297 -2.52705
N -1.60828 -1.61541 -4.79836
C -1.99032 -2.61786 -5.77204
C -1.00930 -0.41687 -5.35641
N -2.77086 -2.57541 -2.67458
C -4.01290 -1.96339 -3.11175
C -2.82310 -3.08543 -1.30723
H 1.58742 -3.89666 -3.77283
H 1.33868 -3.65790 -2.01904
H 1.32051 -2.27469 -3.10599
H -0.43195 -5.45739 -3.81568
H -1.96263 -4.83648 -3.17861
H -0.62750 -5.20991 -2.07312
H -2.37549 -3.50353 -5.26858
H -1.14049 -2.91836 -6.39633
H -2.77454 -2.23097 -6.43017
H -0.66866 0.22402 -4.54612
H -1.74346 0.13095 -5.95575
H -0.15587 -0.66259 -6.00113
H -3.85449 -1.39985 -4.02689
H -4.41063 -1.28342 -2.34815
H -4.77095 -2.73063 -3.29592
H -1.82261 -3.31194 -0.94316
H -3.43864 -3.98881 -1.25736
H -3.26010 -2.34415 -0.62808

Atoms 1-3, force components in eV/Å:
-0.461 0.378 1.279
-0.004 0.040 0.003
-0.025 0.002 0.033

* multiplicity: 2
* HOMO energy (alpha / beta): -6.364 / -6.915 eV
* relative energy (zero: lowest compared OMol25 entry of this formula, charge and spin): 0.0 kcal per mole
* expectation value of S²: 0.792
* frontier orbital gap (alpha / beta): 6.926 / 7.477 eV

***

3.
Below is an isolated ion of composition C11H18N2OP and charge +1, with properties calculated with wB97M-V/def2-TZVPD.

Geometry (Å):
C 2.59083 -0.82908 -1.06762
C 3.90566 -0.74288 -0.99304
C 3.24718 0.01713 0.87831
C 2.12735 -0.19252 0.13875
C -1.75606 0.03532 -0.42663
C 0.69919 -0.10832 0.59945
C 0.23540 1.03667 -0.17124
C -3.07226 0.62296 -0.53446
C 0.60836 -2.60147 0.66943
C -2.25773 -2.21143 0.20159
C 1.30745 3.60962 -0.01072
N -0.06991 -1.30498 0.38001
N -1.35241 -1.09856 -0.03177
O 4.32714 -0.14326 0.12056
P -0.09603 2.56022 0.70195
H 2.03451 -1.36955 -1.82366
H 4.69233 -0.82936 -1.73458
H 3.35067 0.72693 1.79709
H 0.59112 0.22746 1.64765
H 0.41820 1.07911 -1.18907
H -3.68624 0.51690 0.38975
H -3.80977 0.22835 -1.28741
H -2.89717 1.67091 -0.82506
H 0.40855 -2.94988 1.74602
H 0.39458 -3.38872 0.06760
H 1.66574 -2.35514 0.59649
H -2.23714 -3.13428 -0.34173
H -3.32077 -1.88995 -0.03322
H -2.33306 -2.47510 1.24871
H 1.11732 3.54568 -1.10790
H 2.34232 3.12569 0.09632
H 1.36739 4.65088 0.35296
H 0.68937 1.97159 1.80198

Atoms 1-3, force components in eV/Å:
-1.630 -0.061 -0.089
2.437 0.450 -1.865
-0.813 3.867 2.046

* HOMO energy: -12.137 eV
* relative energy (zero: lowest compared OMol25 entry of this formula, charge and spin): 54.4 kcal per mole
* total charge: +1
* frontier orbital gap: 8.795 eV

***

4.
Below is an isolated ion of composition CH2N3O3 and charge -1, with properties calculated with wB97M-V/def2-TZVPD.

Geometry (Å):
N 1.99982 -0.29101 -0.11626
N 0.82408 -0.68014 -0.10479
O 0.48598 -1.77475 0.34267
N -0.30372 0.29726 -0.58537
O -1.44992 -0.44512 -0.73814
C -2.39343 -0.28111 0.16543
O -3.52259 -0.71928 0.25381
H 2.42170 -1.22043 0.09496
H -2.08799 0.33984 0.97086

Atoms 1-3, force components in eV/Å:
1.557 -0.232 -0.721
-4.651 1.792 -0.330
-0.701 -1.358 -0.046

* HOMO energy (alpha / beta): -3.705 / -3.706 eV
* relative energy (zero: lowest compared OMol25 entry of this formula, charge and spin): 104.5 kcal per mole
* total charge: -1
* SMILES: [NH-][N+](=O)[N-]OC=O
* frontier orbital gap (alpha / beta): 7.973 / 7.974 eV